Record 1
DFT (wB97M-V/def2-TZVPD) results for C20H24ClN3O2 in the gas phase.

Results
**SMILES**: Cc1cc(Cl)ccc1C(=O)[C@@H]1CCCN(C(=O)c2cnn(C(C)C)c2)C1
**E_tot**: -42217.913 eV
**Energy relative to the best compared isomer or geometry (same formula, charge and spin)**: 0.355 eV

Structure (XYZ):
```
50
Properties=species:S:1:pos:R:3:forces:R:3:nbo_charge:R:1
C -2.61239 -2.56072 1.75675 0.033 0.045 0.149 -0.656
C -1.67046 -2.25810 0.63432 -0.016 0.080 -0.197 0.055
C -0.38792 -2.79229 0.67242 0.055 0.039 -0.144 -0.229
C 0.50461 -2.55084 -0.35361 -0.297 0.013 -0.001 -0.031
Cl 2.10194 -3.20201 -0.26089 0.194 -0.128 0.042 0.007
C 0.13016 -1.80891 -1.46161 0.000 -0.040 0.002 -0.206
C -1.14031 -1.26591 -1.49923 -0.019 -0.054 0.017 -0.209
C -2.02957 -1.44877 -0.44454 0.161 -0.529 -0.142 -0.160
C -3.38544 -0.81717 -0.51812 -0.076 0.416 0.268 0.614
O -4.33299 -1.38025 -1.00742 -0.063 -0.105 -0.073 -0.520
C -3.51559 0.61244 0.00668 -0.187 -0.042 0.048 -0.332
C -3.22742 1.59693 -1.15548 0.025 0.180 0.017 -0.390
C -2.11036 2.57197 -0.79218 0.061 -0.194 -0.075 -0.408
C -0.88897 1.81143 -0.28749 0.299 0.312 -0.197 -0.212
N -1.22830 1.00918 0.86672 -0.133 0.117 0.044 -0.441
C -0.33389 0.36211 1.66318 -0.257 0.131 -0.047 0.692
O -0.71173 -0.21594 2.67498 0.172 -0.075 0.250 -0.653
C 1.09159 0.35268 1.31441 0.502 -0.017 0.041 -0.273
C 2.06278 -0.08123 2.24802 -0.303 0.140 -0.275 -0.003
N 3.26514 -0.07429 1.72473 0.592 -0.245 0.574 -0.258
N 3.11954 0.33760 0.46916 -0.521 0.017 -0.013 -0.162
C 4.27766 0.46469 -0.38658 0.442 0.167 -0.475 -0.040
C 4.55279 1.93780 -0.68716 0.050 -0.231 0.173 -0.609
C 4.09910 -0.34839 -1.66620 0.085 -0.023 0.287 -0.617
C 1.83833 0.61162 0.17446 -0.132 0.011 0.142 -0.011
C -2.63045 0.92737 1.21341 -0.312 -0.209 0.240 -0.231
H -2.61778 -3.62998 1.95962 -0.096 -0.066 -0.004 0.227
H -2.26870 -2.05265 2.65775 -0.052 0.022 0.049 0.255
H -3.62600 -2.24345 1.52578 -0.097 -0.054 0.063 0.218
H -0.09034 -3.39264 1.51795 0.078 -0.071 0.085 0.232
H 0.81840 -1.66444 -2.27940 0.091 -0.001 -0.079 0.219
H -1.45029 -0.70870 -2.37139 -0.011 0.062 -0.084 0.216
H -4.55917 0.72308 0.31822 0.106 -0.071 -0.041 0.239
H -2.93762 1.04009 -2.04856 -0.023 0.060 -0.084 0.204
H -4.13216 2.15129 -1.40495 -0.003 -0.087 -0.072 0.226
H -1.82697 3.14863 -1.67418 0.030 0.044 0.061 0.222
H -2.45291 3.27667 -0.03402 0.019 0.070 -0.010 0.206
H -0.08910 2.51332 -0.02404 -0.035 -0.092 -0.103 0.209
H -0.53222 1.16038 -1.09548 0.040 0.123 -0.009 0.188
H 1.89391 -0.38282 3.26119 -0.022 -0.084 0.216 0.227
H 5.10471 0.05097 0.19946 -0.204 0.053 -0.058 0.231
H 5.46681 2.03308 -1.26669 0.087 0.038 -0.088 0.216
H 3.73444 2.37289 -1.25707 -0.081 0.049 -0.079 0.201
H 4.66807 2.49652 0.23848 0.009 0.073 0.060 0.222
H 5.02955 -0.36070 -2.22707 0.078 0.041 -0.097 0.218
H 3.32512 0.08479 -2.29587 -0.100 0.051 -0.108 0.198
H 3.82380 -1.37217 -1.42663 -0.016 -0.048 -0.035 0.232
H 1.56732 0.93409 -0.80795 -0.082 0.079 -0.208 0.220
H -2.96386 1.87409 1.65673 -0.027 -0.143 0.029 0.199
H -2.72289 0.15660 1.97938 -0.046 0.181 -0.060 0.258
```
Positions in Å, forces in eV/Å.

Record 2
DFT (wB97M-V/def2-TZVPD) results for C20H24ClNO3 in the gas phase.

Results
**SMILES**: CCC[C@@H](C)NC(=O)c1ccc(OCc2ccc(Cl)cc2)c(OC)c1
**E_tot**: -41284.902 eV
**Energy relative to the best compared isomer or geometry (same formula, charge and spin)**: 0.000 eV

Structure (XYZ):
```
49
Properties=species:S:1:pos:R:3:forces:R:3:nbo_charge:R:1
C -2.88845 -7.46263 -3.98495 -0.230 0.088 0.061 -0.598
C -3.77288 -6.45305 -3.26263 0.309 -0.034 0.095 -0.395
C -2.93870 -5.45066 -2.46870 -0.444 0.133 -0.171 -0.394
C -3.77533 -4.33815 -1.82409 0.044 -0.164 -0.088 -0.058
C -4.66712 -4.85088 -0.69608 0.030 0.173 -0.270 -0.614
N -2.89313 -3.30410 -1.31985 0.081 -0.225 0.149 -0.612
C -2.91889 -2.02493 -1.76475 0.100 -0.123 0.123 0.672
O -3.69170 -1.64278 -2.62282 -0.182 0.195 -0.149 -0.627
C -1.93334 -1.11359 -1.11488 0.054 0.490 -0.003 -0.157
C -2.26807 0.22270 -0.98081 -0.069 -0.371 -0.100 -0.162
C -1.38721 1.11676 -0.39287 0.250 0.115 0.135 -0.293
C -0.14776 0.68860 0.05189 0.088 -0.201 -0.019 0.266
O 0.79760 1.46758 0.63674 0.015 -0.158 -0.036 -0.488
C 0.54741 2.84394 0.78690 -0.261 0.335 -0.045 -0.097
C 1.74339 3.51025 1.41881 -0.008 -0.173 -0.032 0.040
C 2.87631 2.78579 1.75971 -0.136 0.017 -0.054 -0.227
C 3.96469 3.41463 2.33874 0.056 0.155 0.054 -0.212
C 3.91632 4.77763 2.57670 -0.166 -0.140 -0.097 -0.048
Cl 5.27234 5.57075 3.29998 0.174 0.101 0.093 0.003
C 2.79232 5.51665 2.24158 0.055 0.009 0.024 -0.224
C 1.71125 4.87823 1.66416 0.022 -0.180 -0.025 -0.225
C 0.21301 -0.67055 -0.10499 0.142 0.154 0.150 0.332
O 1.46070 -0.99268 0.34064 -0.267 0.364 -0.047 -0.496
C 1.90328 -2.31768 0.19037 0.064 -0.239 -0.029 -0.252
C -0.68152 -1.55391 -0.67794 0.091 0.030 0.064 -0.296
H -3.49546 -8.17124 -4.54316 0.022 -0.115 -0.082 0.210
H -2.28126 -8.01812 -3.27305 0.091 -0.084 0.036 0.199
H -2.22288 -6.95814 -4.68189 0.097 0.012 -0.083 0.202
H -4.37982 -5.91395 -3.99254 -0.099 0.023 0.017 0.200
H -4.44888 -6.98652 -2.59260 -0.107 0.020 -0.018 0.195
H -2.21774 -4.98257 -3.14348 0.058 0.004 0.029 0.208
H -2.37764 -5.97770 -1.69166 0.106 -0.009 0.052 0.188
H -4.38847 -3.85105 -2.58965 0.099 -0.093 0.106 0.234
H -5.41009 -5.54204 -1.08164 -0.093 -0.131 0.020 0.214
H -5.18507 -4.01806 -0.22630 -0.061 0.036 0.054 0.220
H -4.07200 -5.36302 0.05853 0.055 -0.083 0.111 0.196
H -2.29808 -3.54851 -0.54523 -0.018 0.141 0.002 0.390
H -3.22807 0.55739 -1.34077 -0.082 0.027 -0.053 0.235
H -1.67927 2.14963 -0.29201 0.022 0.108 0.041 0.222
H 0.35000 3.30693 -0.19268 -0.025 -0.108 0.125 0.187
H -0.33659 3.00643 1.42375 0.086 -0.057 -0.135 0.186
H 2.89904 1.72521 1.56771 0.029 -0.103 -0.008 0.240
H 4.84534 2.85096 2.60380 0.090 -0.024 0.033 0.226
H 2.76670 6.57818 2.43110 0.024 0.089 0.028 0.228
H 0.83335 5.45024 1.40113 -0.105 0.092 -0.026 0.213
H 1.28122 -3.01881 0.75763 0.009 0.029 -0.036 0.173
H 1.92554 -2.62016 -0.86194 -0.018 0.011 0.041 0.177
H 2.91613 -2.33582 0.58963 -0.070 -0.052 -0.039 0.203
H -0.39728 -2.58387 -0.82782 0.079 -0.084 0.002 0.217
```
Positions in Å, forces in eV/Å.

Record 3
DFT (wB97M-V/def2-TZVPD) results for C20H24F3N3O2S as an isolated structure in a non-equilibrium geometry.

Results
**E_tot**: -48664.409 eV

Structure (XYZ):
```
53
Properties=species:S:1:pos:R:3:forces:R:3:nbo_charge:R:1
C 5.86874 -0.11172 0.80534 3.300 -0.035 -5.723 -0.429
N 5.04143 0.10630 -0.36489 -3.655 0.360 -0.570 -0.428
C 4.51264 1.55776 -0.44536 -6.160 -6.092 -1.122 -0.229
C 3.02901 1.57088 0.20621 1.996 -5.190 1.487 -0.213
N 2.05492 0.56705 -0.60156 -5.696 13.505 9.529 -0.408
C 0.64870 0.98084 -0.50529 1.681 1.295 0.558 0.247
C -0.21997 0.32416 -1.33397 -1.633 3.433 1.350 -0.368
C -1.49013 0.79004 -1.70602 0.513 3.841 6.650 -0.065
C -2.08853 1.75314 -0.84860 4.758 -1.177 0.591 -0.079
C -1.17890 2.29502 0.17755 -5.070 -3.033 -6.216 -0.172
C 0.05983 2.21744 0.31211 3.914 -9.334 -7.351 -0.216
H 0.60604 2.60207 0.95007 5.005 4.019 6.107 0.182
H -1.61215 2.90455 0.73681 -3.977 5.541 5.035 0.177
C -3.46075 2.19921 -0.85281 3.279 -2.738 3.957 -0.254
N -4.32621 1.39041 -0.03943 -4.997 3.411 6.114 -0.915
S -5.03927 -0.09405 -0.25430 11.226 1.157 -7.079 2.409
O -6.36534 -0.11704 -0.28126 -9.697 0.480 1.304 -0.919
O -4.39204 -0.57293 -1.50598 -0.555 0.707 1.910 -1.002
C -4.38224 -1.04547 0.94433 -7.454 -4.370 4.183 -0.744
C -3.04183 -1.19904 1.19449 3.090 -3.250 -6.766 -0.059
C -2.38125 -2.17851 0.20538 2.513 7.322 9.202 -0.109
C -1.07096 -2.16724 0.52805 3.558 -3.916 -4.084 -0.105
C -0.23470 -1.30986 1.26463 -1.664 0.047 1.851 -0.169
C -0.96737 -0.43491 2.14025 -4.368 -7.491 -11.351 -0.130
C -2.28398 -0.22267 1.65588 1.484 1.465 7.491 -0.180
H -2.71838 0.36342 2.48403 -0.930 0.741 -1.164 0.212
H -0.34101 -0.01004 2.61405 6.744 6.965 7.124 0.178
H 0.88129 -1.35037 1.23669 -1.220 -0.375 0.179 0.240
C -0.32398 -3.31809 -0.36107 2.314 2.901 -2.673 0.983
F -0.86161 -4.49285 -0.45413 -1.664 -0.231 -0.187 -0.294
F -0.08019 -2.77152 -1.79984 -1.819 -0.929 2.431 -0.435
F 0.96338 -3.58456 -0.15543 0.622 0.479 1.792 -0.329
H -2.85167 -2.78869 -0.34303 -3.486 -4.567 -4.115 0.211
H -4.98596 -2.23184 0.76948 1.833 3.609 0.143 0.269
H -4.96290 -0.76135 1.89049 0.694 -0.036 -0.952 0.259
H -5.02947 2.17442 0.48191 2.111 -3.488 -1.404 0.404
H -3.57205 3.18994 -0.88890 -0.906 3.904 1.168 0.211
H -3.82925 1.89318 -1.63443 -2.909 -2.241 -9.586 0.212
H -2.10805 0.31421 -2.29449 -2.633 -2.500 -3.743 0.203
H 0.15390 -0.14280 -2.09709 2.636 -3.850 -3.625 0.206
C 2.69128 -0.46135 -0.98278 -4.423 -2.941 -7.736 -0.333
H 2.76941 -0.05228 -1.92938 2.711 -1.191 -3.796 0.216
C 3.72945 -0.92317 -0.34059 9.386 -1.110 4.562 -0.200
H 3.45956 -1.28063 0.68152 0.566 0.412 -0.267 0.179
H 4.10871 -1.72992 -0.90981 0.597 -1.153 -0.147 0.225
H 2.03660 -1.25683 -1.20664 -1.281 -1.454 0.007 0.242
H 2.73244 2.53543 0.19606 -1.642 2.921 -0.102 0.190
H 3.17328 1.19786 1.33944 -0.706 0.815 -2.254 0.165
H 5.08048 2.24512 -0.04199 3.166 3.292 2.104 0.190
H 4.13939 1.82421 -1.42209 1.205 -0.035 -1.011 0.194
H 5.38754 0.03692 1.67061 -1.414 0.020 3.676 0.170
H 6.66794 0.63627 0.58714 -0.232 -0.298 1.083 0.197
H 6.40417 -1.06011 0.52867 -0.710 0.381 1.437 0.214
```
Positions in Å, forces in eV/Å.

- Which of these has the highest E_tot?
  C20H24ClNO3

- Look up the E_tot of the third one.
  -48664.409 eV

- Which formula does entry 3 have?
  C20H24F3N3O2S